Record 1
C4H12 | wB97M-V/def2-TZVPD

CARTESIAN COORDINATES (ANGSTROEM)
C -0.89436 0.26398 -1.70250
C -1.00536 -0.71517 -2.87655
H -0.08845 0.97568 -1.88361
H -1.82761 0.81350 -1.58502
H -0.70306 -0.27491 -0.77687
H -1.21661 -0.18410 -3.80449
H -0.08472 -1.28589 -2.98940
H -1.82504 -1.41463 -2.71222
C 1.12734 0.63533 1.68284
C 0.76824 -0.19404 2.91321
H 0.22748 1.05774 1.22720
H 1.78583 1.46140 1.95079
H 1.60031 0.00650 0.93034
H 1.66214 -0.61828 3.37229
H 0.08375 -1.00474 2.65672
H 0.28528 0.41725 3.67647

Computed properties:
ΔE to the lowest compared entry with this formula, charge and spin (kcal per mole): 0.24
Total energy (eV): -4342.5179
Strongest force on any atom (eV Å⁻¹): 0.5
Molar mass (g/mol): 60.14
SMILES: CC.CC

Atom charges from the Löwdin analysis, given in e for atoms 1 to 5: number 1, C, carries -0.1762; number 2, C, carries -0.1726; number 3, H, carries 0.0631; number 4, H, carries 0.0613; number 5, H, carries 0.0471

Record 2
C12H26N3O11V | wB97M-V/def2-TZVPD

CARTESIAN COORDINATES (ANGSTROEM)
V 26.80014 17.36243 1.41949
N 23.56814 16.51582 1.46805
O 22.60806 16.81170 0.82802
O 23.36132 15.85000 2.45616
O 24.68219 16.98024 1.28894
C 17.35026 14.71979 -1.74299
O 18.17090 14.41394 -0.57409
C 18.94018 13.34630 -0.51697
O 19.01364 12.38054 -1.29392
O 19.57675 13.35525 0.68333
C 19.42209 14.51113 1.60925
H 16.41197 14.26318 -1.42800
H 17.68696 14.24366 -2.66387
H 17.26668 15.79757 -1.88262
H 20.24595 15.18779 1.38233
H 19.69171 14.25969 2.63501
H 18.45412 15.00785 1.54310
C 20.94633 17.91888 -1.64878
O 20.61896 18.41748 -2.92889
C 21.00147 17.61418 -3.97184
O 21.95247 16.70674 -4.02434
O 20.35491 18.01091 -5.01972
C 20.72267 17.42972 -6.30211
H 20.60573 16.88930 -1.53902
H 20.57749 18.56661 -0.85347
H 22.01027 17.99685 -1.42507
H 20.47815 16.39009 -6.51999
H 21.80405 17.35425 -6.41624
H 20.47640 18.13798 -7.09321
C 26.21366 20.63423 -1.56814
C 25.58284 20.21731 -0.20509
O 26.06057 19.25632 0.39711
N 24.54440 20.98450 0.24051
C 23.88999 20.73052 1.50487
H 27.24347 20.39510 -1.83351
H 26.07708 21.71087 -1.66959
H 25.70466 20.07958 -2.35643
H 24.48632 21.88798 -0.20720
H 22.97910 20.14900 1.36263
H 23.72365 21.62509 2.10501
H 24.54074 20.18587 2.18897
C 28.17916 16.85339 -2.59572
C 26.79419 16.96753 -1.89308
O 26.69718 16.85533 -0.65091
N 25.70748 17.32022 -2.64664
C 24.37165 17.11802 -2.02585
H 28.91265 16.33682 -1.97664
H 28.60304 17.79988 -2.93123
H 27.97829 16.37215 -3.55287
H 25.67014 17.22437 -3.65139
H 23.64044 17.55996 -2.70267
H 24.34741 17.87169 -1.23877
H 23.97467 16.15278 -1.71152

Computed properties:
<S²>: 2.375
Total energy (eV): -65520.0762
Strongest force on any atom (eV Å⁻¹): 6.5
Net charge: +2
Molar mass (g/mol): 439.29
Multiplicity: 3

Atom charges from the Löwdin analysis, given in e for atoms 1 to 5: number 1, V, carries 1.5710; number 2, N, carries -0.5859; number 3, O, carries 0.1476; number 4, O, carries 0.1644; number 5, O, carries -0.0573

Record 3
C17H18Cl3N5O3SSiV | wB97M-V/def2-TZVPD

CARTESIAN COORDINATES (ANGSTROEM)
V 0.16123 -0.02173 0.10554
C -1.88617 -2.06526 -1.08633
N -1.14709 -1.83069 0.16803
C -1.98512 -1.85214 1.38196
C -1.24982 -1.09809 2.43992
N -0.31805 -0.22991 2.11820
C 0.08885 0.38435 3.29855
C 1.03488 1.37868 3.52303
C 1.20673 1.78758 4.82881
C 0.46863 1.22513 5.88108
C -0.46736 0.23391 5.66642
C -0.64236 -0.17122 4.35005
N -1.47987 -1.11661 3.76285
C -1.20283 -1.30100 -2.16994
N -0.31285 -0.37449 -1.89652
C 0.01173 0.24271 -3.10151
C 0.86967 1.30408 -3.37214
C 0.96916 1.70211 -4.69001
C 0.24291 1.06587 -5.70774
C -0.61535 0.01672 -5.44494
C -0.71837 -0.37687 -4.11759
N -1.46972 -1.36294 -3.48546
H -1.97921 -3.12661 -1.32841
H -2.88904 -1.64835 -0.97527
H -0.40278 -2.52097 0.25825
H -2.91254 -1.31723 1.15873
H -2.24294 -2.86421 1.70375
H 1.60645 1.80452 2.70922
H 1.92842 2.56068 5.05259
H 0.63902 1.57999 6.88808
H -1.03443 -0.19624 6.48028
H -2.16126 -1.68675 4.23548
H 1.40511 1.80652 -2.57677
H 1.61295 2.53142 -4.94836
H 0.35322 1.41292 -6.72578
H -1.17777 -0.46472 -6.23296
H -2.14085 -1.97327 -3.92148
C 3.82042 -0.31937 -1.23465
S 2.82522 -0.25573 0.21571
O 1.87183 -1.39541 0.18689
O 3.65196 -0.13139 1.36380
O 1.87005 0.92275 0.02138
H 4.48954 -1.17055 -1.13049
H 4.39377 0.60437 -1.27139
H 3.18076 -0.42456 -2.10744
Cl -0.99277 3.56207 -0.86571
Si -1.58335 1.77546 -0.01700
Cl -2.47561 2.26452 1.79623
Cl -3.21497 1.12997 -1.18697

Computed properties:
<S²>: 2.020
ΔE to the lowest compared entry with this formula, charge and spin (kcal per mole): 1.47
Total energy (eV): -113485.1537
Strongest force on any atom (eV Å⁻¹): 0.9
Net charge: +1
Molar mass (g/mol): 557.82
Multiplicity: 3

Atom charges from the Löwdin analysis, given in e for atoms 1 to 5: number 1, V, carries 0.7398; number 2, C, carries -0.0975; number 3, N, carries -0.0916; number 4, C, carries -0.0749; number 5, C, carries -0.2961

Record 4
C3H9N2O2 | wB97M-V/def2-TZVPD

CARTESIAN COORDINATES (ANGSTROEM)
C 0.43901 -1.83148 0.74867
N -0.39830 -2.18182 -0.39261
C -1.14301 -0.98505 -0.91755
O -0.41000 0.11473 -1.12439
H 0.95599 -0.88073 0.60624
H 1.16846 -2.61851 0.91934
H -0.18205 -1.74944 1.64159
H 0.23096 -2.42649 -1.15275
H -1.95024 -0.82572 -0.17523
H -1.59974 -1.37603 -1.84801
C 0.17516 2.66179 0.78939
N 0.77224 2.32293 -0.34627
O 0.57275 3.49326 1.60067
H -0.73629 2.07468 0.97820
H 1.66259 2.75783 -0.50602
H 0.44248 1.45005 -0.82126

Computed properties:
ΔE to the lowest compared entry with this formula, charge and spin (kcal per mole): 35.16
Total energy (eV): -10332.8503
Strongest force on any atom (eV Å⁻¹): 0.5
Net charge: -1
Molar mass (g/mol): 105.12

Atom charges from the Löwdin analysis, given in e for atoms 1 to 5: number 1, C, carries -0.1873; number 2, N, carries -0.1418; number 3, C, carries -0.5236; number 4, O, carries -0.3307; number 5, H, carries 0.0544

Record 5
C29H50F5IN4OPS2 | wB97M-V/def2-TZVPD

CARTESIAN COORDINATES (ANGSTROEM)
C 0.62550 -2.07337 -0.45456
C 1.91380 -1.53881 0.43398
I 3.52779 -0.94975 -0.97782
C 1.54493 -0.37355 1.52647
N 2.18685 0.99081 1.21578
C 3.35300 1.44821 1.80938
C 4.34273 0.77145 2.92912
C 3.87955 1.41257 4.40276
C 4.66393 2.84241 4.72152
C 3.69133 4.01292 5.33135
F 2.49611 3.46967 6.07498
F 4.48626 4.75325 6.37947
C 3.17673 5.12664 4.24156
F 2.71302 6.31415 5.05225
F 1.94929 4.68297 3.48173
F 4.24921 5.65447 3.35085
S 3.94934 3.14053 1.27123
C 2.62993 3.40438 -0.03168
C 3.04644 3.75657 -1.57756
C 4.64490 4.02233 -1.82575
C 5.24989 5.36195 -1.09978
S 6.76222 5.97439 -2.08157
C 1.66193 2.08725 0.26502
C 0.67690 1.56654 -0.98219
C -0.29003 2.88663 -1.32375
C -1.89484 2.56396 -1.20936
C -2.69114 3.47708 -0.08029
C -2.48466 3.24362 1.55459
C -3.33243 4.19117 2.63578
C -4.36402 5.31657 2.03164
C -4.58028 5.59871 0.41488
C -3.71965 4.65636 -0.62259
H -0.29605 -2.40560 0.21431
H 0.31569 -1.32826 -1.31283
H 0.97082 -3.07044 -1.01256
H 2.33920 -2.50874 0.98460
H 1.95270 -0.75551 2.58143
H 0.36348 -0.28897 1.66734
H 4.26523 -0.40082 3.00924
H 5.46682 1.13217 2.75159
H 2.72434 1.62259 4.31765
H 4.06923 0.59939 5.22806
H 5.44476 2.57796 5.58466
H 5.33637 3.19594 3.80740
H 1.99594 4.33588 0.31088
H 2.45729 4.72313 -1.95538
H 2.72324 2.89612 -2.33497
H 4.77586 4.19268 -3.00005
H 5.26540 3.02822 -1.60008
H 4.48469 6.23928 -0.95792
H 5.68527 5.05939 -0.03173
H 7.04594 4.86241 -2.93174
H 0.83918 2.58556 0.97086
H -0.05429 0.72248 -0.60918
H 1.28255 1.28159 -1.94704
H -0.01102 3.17883 -2.44530
H -0.06260 3.81002 -0.64171
H -2.35198 2.75132 -2.28694
H -2.10462 1.42460 -0.93767
H -1.71797 2.40290 1.90729
H -3.19467 4.05867 3.81265
H -4.99215 5.96918 2.77498
H -5.31084 6.43631 -0.00190
H -3.82307 4.75939 -1.79201
O -3.10896 -3.88963 -3.30166
P -3.11988 -4.89798 -2.12665
N -2.29824 -6.08035 -3.00848
C -2.71000 -7.42005 -3.36289
C -0.93324 -5.80180 -3.43172
N -4.81963 -5.10591 -2.23417
C -5.44255 -5.97393 -3.22206
C -5.57646 -3.84460 -2.18113
N -3.13243 -6.05715 -0.77588
C -1.85928 -6.35687 -0.13505
C -4.28402 -6.50236 -0.01112
H -3.27019 -7.91472 -2.56536
H -1.85430 -8.07661 -3.56309
H -3.31799 -7.40957 -4.27223
H -0.21825 -6.25051 -2.73457
H -0.72694 -4.72689 -3.46313
H -0.73249 -6.18931 -4.43723
H -5.13510 -5.72465 -4.24016
H -6.53717 -5.91540 -3.17344
H -5.21897 -7.02082 -3.01461
H -5.59726 -3.34140 -3.15214
H -5.13074 -3.16265 -1.44721
H -6.60881 -4.02416 -1.85882
H -1.46911 -7.32495 -0.48595
H -1.92834 -6.39772 0.95871
H -1.11740 -5.58342 -0.36406
H -4.83662 -7.26750 -0.55769
H -4.95637 -5.66893 0.23031
H -4.00849 -6.94990 0.95006

Computed properties:
Total energy (eV): -91512.4991
Strongest force on any atom (eV Å⁻¹): 7.4
Net charge: +1
Molar mass (g/mol): 787.75

Atom charges from the Löwdin analysis, given in e for atoms 1 to 5: number 1, C, carries -0.1970; number 2, C, carries -0.6740; number 3, I, carries 0.8133; number 4, C, carries -0.1480; number 5, N, carries -0.1132

Record 6
C27H32FIrN4O5 | wB97M-V/def2-TZVPD

CARTESIAN COORDINATES (ANGSTROEM)
Ir -0.05754 0.70935 -1.86060
C 1.86731 -3.96287 3.14018
C 1.32620 -4.83266 1.94993
C 0.38174 -5.97257 2.30632
C -0.87563 -5.48287 3.05966
C -1.47492 -4.23482 2.44988
C -2.80288 -3.99385 2.63237
C -3.46327 -2.97962 1.89803
F -4.78509 -2.90106 2.10972
C -2.74582 -2.11981 1.08275
C -1.32300 -2.35305 0.84797
C -0.51076 -1.58023 -0.09654
O -0.90713 -0.36656 -0.42607
C 0.67729 -2.21742 -0.56075
C 1.25083 -3.25068 0.14301
N 0.53355 -3.91393 1.07552
C -0.72247 -3.45197 1.50940
C 1.55284 -1.74004 -1.67299
O 2.69368 -2.14787 -1.90429
O 0.86466 -1.00721 -2.51825
H 2.53387 -4.59542 3.73680
H 1.10527 -3.48723 3.79835
H 2.48698 -3.10399 2.80925
H 2.22376 -5.28110 1.42526
H 0.95060 -6.69309 2.88694
H 0.14500 -6.50873 1.35577
H -0.75436 -5.21824 4.12525
H -1.59224 -6.31428 3.07536
H -3.30582 -4.62013 3.39412
H -3.20430 -1.24997 0.57740
H 2.27536 -3.53647 -0.05813
N 1.01433 1.55711 -3.43043
N 0.69357 0.97016 -4.67144
C -0.74434 0.44536 -4.62204
O -1.34068 0.34500 -5.63560
O -1.17176 0.17965 -3.41023
H 0.80969 2.57577 -3.37266
H 1.98112 1.46082 -3.19429
H 1.18962 0.06267 -4.67976
C 1.82231 5.21823 2.41031
C 1.72117 4.40563 1.16028
C 2.87057 3.66766 0.81569
C 2.73165 2.44469 0.18421
C 3.80317 1.43197 -0.07349
C 1.44506 2.15359 -0.26699
C 0.31542 2.95727 -0.26181
C 0.49377 4.16556 0.50322
N -0.66625 2.49819 -1.13072
C -2.02311 3.02304 -1.50562
C -3.11477 2.04132 -1.00624
C -2.18184 3.17350 -3.04355
C -2.32454 4.40325 -0.87207
H 2.84223 5.55275 2.63816
H 1.54839 4.62270 3.28480
H 1.10928 6.08344 2.46443
H 3.82911 3.98782 1.13687
H 4.09908 1.47430 -1.13424
H 3.45357 0.41570 0.13114
H 4.68369 1.65174 0.49413
H 1.31164 1.19163 -0.81416
H -0.33644 4.82490 0.71300
H -3.18861 1.14579 -1.62474
H -4.10156 2.52794 -1.11064
H -3.07721 1.81522 0.05115
H -2.10345 2.25024 -3.63200
H -1.35656 3.81823 -3.44289
H -3.16190 3.60873 -3.25333
H -2.06084 4.42508 0.19395
H -3.41738 4.60585 -0.96871
H -1.74091 5.22592 -1.31532

Computed properties:
<S²>: 6.068
Total energy (eV): -50267.2763
Strongest force on any atom (eV Å⁻¹): 3.7
Molar mass (g/mol): 703.79
Multiplicity: 5

Atom charges from the Löwdin analysis, given in e for atoms 1 to 5: number 1, Ir, carries 1.5384; number 2, C, carries -0.0339; number 3, C, carries -0.2943; number 4, C, carries -0.1426; number 5, C, carries -0.1360